## A
Entry from OMol25: a cluster of 11 separate species, H22O11 in total (ωB97M-V with the def2-TZVPD basis set).

Each line ends with the natural charge from an NBO analysis.
Geometry (Å):
O  -3.061  2.422  0.689  -0.94
H  -2.336  -1.935  0.014  0.47
O  -1.731  -2.428  0.564  -0.95
H  4.222  1.505  0.119  0.47
H  2.006  -0.470  -2.660  0.49
H  1.056  -4.175  -1.098  0.46
H  -1.032  0.812  -0.155  0.49
H  -2.838  2.415  1.646  0.48
O  -0.742  3.714  -1.662  -0.92
O  1.467  0.924  2.196  -0.95
O  3.867  2.372  0.272  -0.94
H  3.029  2.506  -0.333  0.46
H  -1.312  3.031  -1.559  0.46
H  -2.877  3.280  0.459  0.46
O  -4.411  -0.984  -2.052  -0.92
H  4.152  -1.169  1.032  0.46
O  -2.011  -0.656  3.450  -0.92
H  0.080  3.246  -1.931  0.46
O  3.412  -1.389  0.469  -0.94
O  1.617  -3.398  -1.146  -0.93
H  2.639  -1.400  1.143  0.47
H  -4.330  -1.069  -2.971  0.46
H  -0.030  -0.471  -0.537  0.49
H  -2.321  -0.538  4.308  0.45
H  -4.085  -1.855  -1.789  0.46
O  1.949  0.170  -1.878  -0.96
H  -1.354  -1.363  3.594  0.47
H  2.334  1.000  -2.077  0.47
H  -0.799  -2.294  0.243  0.47
H  1.920  -3.560  -2.111  0.46
H  0.488  1.271  2.143  0.48
H  1.547  0.429  1.413  0.47
O  -0.515  0.059  0.204  -0.98

Results
Structure (SMILES): O.O.O.O.O.O.O.O.O.O.O
LUMO energy, hartree: -0.0069
Multiplicity: 1
HOMO, eV: -10.62

## B
Entry from OMol25: a cluster of 11 separate species, H22O11 in total (ωB97M-V with the def2-TZVPD basis set).

Each line ends with the natural charge from an NBO analysis.
Geometry (Å):
H  -1.721  -1.203  1.314  0.46
H  -4.408  2.787  -0.501  0.48
H  2.932  2.124  -0.410  0.46
H  -0.212  0.638  -0.486  0.47
O  -4.498  1.911  -0.069  -0.95
H  5.265  -2.761  -0.586  0.49
O  2.847  -1.234  -1.219  -0.93
H  -0.837  3.923  -1.094  0.46
H  0.417  4.334  0.745  0.46
H  2.601  -0.101  1.416  0.49
H  -2.358  -2.075  2.378  0.47
H  -4.046  -2.420  -1.574  0.46
O  -3.306  -2.117  -2.096  -0.93
H  1.379  -0.866  1.695  0.47
O  3.786  1.837  -0.715  -0.94
H  0.908  -0.484  -0.444  0.48
O  -1.524  3.382  -1.406  -0.94
H  -5.098  1.932  0.636  0.47
H  1.356  4.370  1.997  0.47
H  -1.599  -2.964  0.742  0.46
O  -1.818  -3.889  0.871  -0.94
O  0.078  -0.239  -0.877  -0.97
O  4.487  -2.532  0.016  -0.96
H  2.751  -1.172  -0.314  0.46
H  1.952  -1.404  -1.627  0.47
H  3.850  -3.222  0.016  0.47
H  3.618  1.460  -1.588  0.48
H  -1.491  2.463  -0.979  0.48
O  1.634  -0.033  1.383  -0.94
O  -2.596  -1.445  1.702  -0.93
H  -2.738  -3.894  1.161  0.47
O  1.008  4.827  1.295  -0.94
H  -2.619  -1.933  -1.381  0.47

Results
Structure (SMILES): O.O.O.O.O.O.O.O.O.O.O
LUMO energy, hartree: -0.0170
Multiplicity: 1
HOMO, eV: -10.88

Each structure's energy above the most stable one, in eV: A 0.131; B 0.000.

## A
Entry from OMol25: a cluster of 11 separate species, H22O11 in total (ωB97M-V with the def2-TZVPD basis set).

Each line ends with the natural charge from an NBO analysis.
Geometry (Å):
O  4.556  3.048  0.440  -0.93
H  -0.485  -2.443  2.897  0.47
H  -5.027  2.195  1.340  0.47
O  4.177  -1.775  0.740  -0.93
O  -2.920  -3.523  -1.693  -0.94
O  0.256  -2.116  3.419  -0.95
H  4.301  3.468  -0.389  0.47
O  -4.884  1.399  0.815  -0.94
H  1.029  -3.315  1.779  0.49
H  1.674  3.963  -2.361  0.46
H  4.344  2.117  0.307  0.47
H  0.165  -2.570  4.264  0.48
O  0.413  -4.031  1.587  -0.94
O  -2.434  4.017  2.752  -0.94
H  2.531  -0.491  -3.094  0.47
H  4.883  -2.261  0.300  0.47
H  4.176  -0.916  0.304  0.46
H  1.766  -1.032  -1.897  0.46
H  -3.526  0.439  -2.882  0.47
O  1.778  -1.046  -2.860  -0.93
H  -2.272  -0.131  -3.526  0.48
H  -2.006  3.154  2.720  0.47
H  -4.345  0.837  1.383  0.47
O  1.150  3.180  -2.154  -0.93
H  -3.676  -3.261  -2.231  0.47
H  0.968  3.263  -1.211  0.47
H  -2.530  -2.686  -1.415  0.47
H  -2.135  4.457  1.948  0.47
O  -2.717  -0.043  -2.675  -0.95
H  -0.099  0.420  0.578  0.47
H  -0.193  -3.652  0.940  0.46
O  0.689  0.078  0.141  -0.94
H  0.393  -0.743  -0.268  0.46

Results
Structure (SMILES): O.O.O.O.O.O.O.O.O.O.O
LUMO energy, hartree: -0.0135
Multiplicity: 1
HOMO, eV: -10.99

## B
Entry from OMol25: a cluster of 11 separate species, H22O11 in total (ωB97M-V with the def2-TZVPD basis set).

Each line ends with the natural charge from an NBO analysis.
Geometry (Å):
H  -0.642  -2.263  3.135  0.50
H  0.508  0.969  0.361  0.48
O  -0.562  0.565  -2.737  -0.93
O  -3.139  3.250  0.810  -0.94
H  1.885  -4.369  -0.042  0.46
H  4.577  -0.005  2.387  0.48
O  -3.739  -1.371  -2.658  -0.94
O  -1.650  -1.070  1.655  -1.01
O  1.085  3.422  1.703  -0.94
H  -0.948  -2.799  4.629  0.48
H  -3.924  2.589  0.928  0.46
H  -2.352  2.451  0.781  0.48
H  2.884  -0.817  0.122  0.48
H  0.754  3.991  0.979  0.49
H  -4.101  -2.196  -2.433  0.47
H  1.272  -3.346  0.557  0.45
H  -4.150  -0.679  -2.192  0.47
O  1.664  -3.416  -0.238  -0.91
H  0.600  -0.039  -5.028  0.44
O  -0.180  0.292  -5.297  -0.93
H  -0.256  1.026  -4.642  0.48
O  -0.290  -2.552  3.974  -0.98
H  -1.231  0.595  -2.056  0.47
O  -0.249  1.270  0.735  -1.00
H  0.205  1.892  1.416  0.51
H  -1.506  -0.090  1.309  0.53
H  3.794  0.700  1.289  0.45
O  4.478  0.486  1.652  -0.93
H  3.047  -0.117  -1.124  0.46
O  2.431  -0.241  -0.513  -0.95
H  -2.219  -1.628  1.260  0.47
H  -0.066  0.010  -2.193  0.47
H  2.020  3.491  1.471  0.48

Results
Structure (SMILES): O.O.O.O.O.O.O.O.O.O.O
LUMO energy, hartree: -0.0027
Multiplicity: 1
HOMO, eV: -10.39

## C
Entry from OMol25: a cluster of 11 separate species, H22O11 in total (ωB97M-V with the def2-TZVPD basis set).

Each line ends with the natural charge from an NBO analysis.
Geometry (Å):
H  2.549  -3.398  2.169  0.47
O  -2.729  1.182  -1.771  -0.94
H  1.578  0.045  1.919  0.49
H  2.845  -0.555  -1.284  0.48
H  1.696  0.509  -2.413  0.48
O  -0.653  2.140  2.256  -0.97
H  0.580  1.621  -2.099  0.51
H  1.389  2.498  -0.049  0.46
O  -1.581  -0.465  3.018  -0.95
H  -1.295  2.835  2.383  0.48
H  1.824  -2.014  2.007  0.48
O  -0.467  -0.262  -0.268  -0.97
O  1.908  -0.264  1.099  -0.96
O  0.460  2.271  -0.234  -0.99
O  -0.570  -1.115  -3.202  -0.98
H  0.081  2.162  0.655  0.51
O  -2.963  -1.720  0.080  -0.92
H  -1.498  -1.190  2.361  0.48
H  -2.067  -1.576  0.277  0.47
O  0.908  0.972  -2.720  -0.98
H  -1.155  1.332  2.319  0.50
H  -2.480  -0.480  3.257  0.48
O  3.267  0.223  -1.637  -0.94
H  0.177  -0.457  0.403  0.46
H  0.037  -0.432  -2.779  0.48
H  -3.625  1.232  -1.457  0.46
H  -3.238  -2.194  0.854  0.45
H  0.127  0.262  -0.773  0.48
H  -0.958  -0.626  -3.898  0.46
O  1.712  -2.915  2.277  -0.96
H  3.782  -0.096  -2.390  0.49
H  2.794  0.100  1.082  0.50
H  -2.435  0.375  -1.441  0.48

Results
Structure (SMILES): O.O.O.O.O.O.O.O.O.O.O
LUMO energy, hartree: -0.0068
Multiplicity: 1
HOMO, eV: -9.75

Each structure's energy above the most stable one, in eV: A 0.737; B 3.670; C 0.000.

## A
Entry from OMol25: a cluster of 11 separate species, H22O11 in total (ωB97M-V with the def2-TZVPD basis set).

Each line ends with the natural charge from an NBO analysis.
Geometry (Å):
H  2.826  2.982  0.986  0.47
H  0.444  -0.897  2.594  0.49
H  -2.035  0.782  2.647  0.46
O  1.939  2.696  1.206  -0.96
H  1.752  -0.381  2.033  0.50
H  2.587  -0.041  -0.892  0.47
O  -1.729  -2.661  -2.211  -0.97
O  0.912  -0.758  1.771  -0.98
H  1.337  -1.310  -3.033  0.49
H  0.588  -2.811  0.274  0.48
H  1.577  2.380  0.379  0.48
O  -0.546  0.484  -0.486  -0.98
H  -0.689  1.896  4.196  0.48
O  0.947  -3.040  -0.583  -0.96
H  -0.331  1.494  2.781  0.47
H  3.483  -1.216  -1.223  0.47
H  -0.932  -2.268  -2.567  0.48
H  1.275  -2.212  -0.935  0.47
H  0.410  -0.114  -2.990  0.49
H  -0.249  -0.194  -1.094  0.49
O  0.411  2.898  -1.025  -0.99
O  -0.275  1.197  3.689  -0.94
O  0.517  -1.001  -2.647  -0.97
O  -2.897  0.670  2.248  -0.94
H  0.112  1.998  -0.892  0.49
H  -0.230  0.194  0.370  0.51
H  -1.426  -3.191  -1.474  0.48
O  -3.371  -0.420  -1.450  -0.96
H  -3.360  1.485  2.443  0.46
H  -0.394  3.411  -1.093  0.48
O  3.073  -0.760  -0.488  -0.93
H  -3.176  -1.333  -1.238  0.48
H  -2.548  0.043  -1.296  0.47

Results
Structure (SMILES): O.O.O.O.O.O.O.O.O.O.O
LUMO energy, hartree: -0.0141
Multiplicity: 1
HOMO, eV: -10.15

## B
Entry from OMol25: a cluster of 11 separate species, H22O11 in total (ωB97M-V with the def2-TZVPD basis set).

Each line ends with the natural charge from an NBO analysis.
Geometry (Å):
H  2.904  0.987  1.111  0.47
H  2.768  -2.094  0.953  0.50
O  -0.783  2.496  -0.915  -1.02
O  -3.146  -0.433  -0.846  -0.96
H  -1.858  -2.228  -0.022  0.47
H  -3.051  1.317  -1.037  0.50
H  0.779  1.722  -1.797  0.49
H  -0.033  1.132  1.759  0.50
O  -0.563  1.946  1.889  -0.98
H  1.138  -1.263  2.252  0.50
H  -0.326  3.327  -0.823  0.49
H  2.014  0.985  -0.153  0.49
O  0.228  -0.709  -0.688  -0.98
H  2.946  -2.357  -1.057  0.46
O  1.993  1.112  0.802  -0.98
O  2.900  -1.500  -0.701  -0.96
O  0.253  -0.801  2.360  -0.99
O  2.512  -2.204  1.882  -0.98
H  -0.789  -3.143  -0.604  0.48
H  -3.158  -0.292  0.106  0.49
H  1.966  -1.218  -0.900  0.51
O  -3.432  2.223  -1.037  -0.96
O  1.675  1.407  -2.055  -0.95
H  -1.771  2.585  -0.931  0.51
H  2.194  2.192  -1.961  0.46
O  -1.488  -3.115  0.050  -0.95
H  -0.550  2.310  1.020  0.46
H  -0.409  -0.054  -0.756  0.49
H  -0.232  -1.565  2.677  0.47
H  -3.821  2.445  -1.843  0.48
H  2.678  -3.134  2.074  0.48
H  -3.818  -1.090  -1.039  0.50
H  0.273  -0.982  0.225  0.50

Results
Structure (SMILES): O.O.O.O.O.O.O.O.O.O.O
LUMO energy, hartree: 0.0038
Multiplicity: 1
HOMO, eV: -9.85

Each structure's energy above the most stable one, in eV: A 0.348; B 0.000.